1.
The following is a DFT calculation (wB97M-V/def2-TZVPD) of a 5-piece molecular cluster, H10O5 overall.

XYZ file:
```
15
H10O5, DFT wB97M-V/def2-TZVPD
H 22.5530 -6.5821 13.0293
H 22.1535 -6.3778 9.0157
H 22.7654 -6.7989 5.2543
O 23.2410 -5.6325 10.1785
H 22.9228 -4.7661 9.9248
O 22.3587 -5.7110 12.6833
O 20.2762 -8.6983 7.4343
H 22.5648 -5.7718 11.7506
O 21.7012 -6.6007 8.2020
H 24.0996 -5.7044 9.7617
H 22.4033 -6.8211 7.5899
H 20.1308 -9.2332 8.2147
H 21.9356 -7.4884 4.1924
H 20.5452 -7.8451 7.7749
O 22.5203 -7.6652 4.9293
```

## Properties
SMILES: O.O.O.O.O
Frontier orbital gap in eV: 10.324
E_HOMO in Ha: -0.382

---

2.
The following is a DFT calculation (wB97M-V/def2-TZVPD) of a 5-piece molecular cluster, H10O5 overall.

XYZ file:
```
15
H10O5, DFT wB97M-V/def2-TZVPD
H -0.4868 -0.9547 0.8000
O 2.2563 0.0725 0.0157
H -0.3245 1.4677 0.9454
H -0.4356 1.6568 -0.5024
H -0.1038 -1.3304 -1.0159
H -2.4220 0.1104 -1.5855
O 0.2177 1.7916 0.1872
H -1.7455 -0.8743 1.9498
H 1.2387 -1.2309 -0.1106
O -1.1542 -0.3220 1.3060
O -1.4854 0.2571 -1.1758
H 2.5371 0.3551 -0.8977
O 0.3952 -1.7865 -0.2707
H 1.5591 0.7517 0.1701
H -1.6524 -0.0534 -0.2524
```

## Properties
SMILES: O.O.O.O.O
Frontier orbital gap in eV: 11.697
E_HOMO in Ha: -0.415

---

3.
The following is a DFT calculation (wB97M-V/def2-TZVPD) of a 5-piece molecular cluster, H10O5 overall.

XYZ file:
```
15
H10O5, DFT wB97M-V/def2-TZVPD
O 22.1797 -7.0977 -30.3622
H 22.8325 -8.7146 -28.2006
H 23.4746 -4.7073 -28.7422
H 24.7368 -8.8415 -27.4604
O 21.6610 -2.9829 -31.0992
H 22.3779 -6.2956 -30.8456
O 23.6931 -3.9346 -29.2631
H 22.9897 -7.6063 -30.3988
O 21.9719 -8.8366 -27.7997
H 21.3676 -8.3796 -28.3847
H 24.5106 -4.1659 -29.7042
H 24.1771 -7.4409 -27.5905
H 22.0319 -3.4875 -30.3753
O 24.4554 -8.1960 -28.1088
H 22.3412 -2.3472 -31.3218
```

## Properties
Net charge: +1
2S+1: 2
Frontier orbital gap (alpha / beta) in eV: 12.462 / 2.247
E_HOMO (alpha / beta) in Ha: -0.596 / -0.514

---

4.
The following is a DFT calculation (wB97M-V/def2-TZVPD) of a 5-piece molecular cluster, H10O5 overall.

XYZ file:
```
15
H10O5, DFT wB97M-V/def2-TZVPD
O 13.2703 7.5921 -7.2914
H 16.0831 6.6859 -10.7044
H 11.9352 7.8668 -8.6775
H 10.8773 6.8067 -8.8989
O 11.2741 7.5768 -9.3060
O 13.8497 8.3209 -4.6120
H 13.2152 7.9459 -6.4037
O 15.1491 6.7562 -10.5069
O 15.4430 5.4864 -8.0092
H 16.2248 5.9617 -7.7278
H 15.2558 4.8845 -7.2889
H 15.0732 6.4641 -9.5985
H 14.7813 8.2100 -4.4221
H 14.0997 7.1146 -7.3084
H 13.4986 8.7645 -3.8398
```

## Properties
Net charge: +1
2S+1: 2
Frontier orbital gap (alpha / beta) in eV: 12.293 / 3.507
E_HOMO (alpha / beta) in Ha: -0.570 / -0.538

---

5.
The following is a DFT calculation (wB97M-V/def2-TZVPD) of H10O5Rb as an isolated structure.

XYZ file:
```
16
H10O5Rb, DFT wB97M-V/def2-TZVPD
H 1.8368 0.9221 -2.5344
O 0.7110 -1.8455 0.4833
H -1.2520 -2.0081 0.6390
H 1.5257 -2.3887 0.3373
O 2.1378 0.6034 0.3622
O 1.4889 1.8139 -2.5928
H -3.5048 0.8614 1.0021
H 2.6689 1.0427 1.0398
O -1.9882 -1.4288 0.6221
H 1.0815 1.8800 -3.4682
H -2.3555 1.7643 1.0839
Rb -0.4788 0.3824 -0.8010
H 0.9226 -1.5701 1.3722
O -2.8425 1.2676 0.4771
H 2.1641 -0.3211 0.5302
H -2.1154 -0.9755 1.4472
```

## Properties
Net charge: +1
Frontier orbital gap in eV: 11.610
E_HOMO in Ha: -0.560

---

6.
The following is a DFT calculation (wB97M-V/def2-TZVPD) of a 2-piece molecular cluster, H10OS2Si4 overall.

XYZ file:
```
17
H10OS2Si4, DFT wB97M-V/def2-TZVPD
Si 0.4170 -0.4709 0.6430
H -2.2191 -2.7155 0.5449
H -0.3194 2.6119 2.2781
S -1.2927 -0.1486 1.8636
Si 2.0682 1.7533 -0.7167
O 0.9155 0.9634 0.1366
H 2.1128 3.0389 -0.0252
H -2.7141 2.2224 2.4721
H 1.5659 1.8491 -2.0837
H -1.6842 2.3257 0.2897
Si -1.5012 1.9948 1.6969
S 0.1551 -1.8102 -0.9726
H 2.0214 -1.2098 1.9130
Si -1.0931 -3.3589 -0.1105
H -1.4779 -4.1126 -1.2946
H -0.2583 -4.1218 0.8087
H 3.2986 0.9790 -0.6244
```

## Properties
Frontier orbital gap in eV: 9.390
E_HOMO in Ha: -0.329

---

7.
The following is a DFT calculation (wB97M-V/def2-TZVPD) of one molecule with the formula H10Si7.

XYZ file:
```
17
H10Si7, DFT wB97M-V/def2-TZVPD
Si 1.5704 0.6764 0.8000
H 0.2348 -0.4600 -2.9421
Si -0.7173 -0.3934 -1.8851
H -1.7744 1.8739 2.2100
H -1.9422 -0.4117 -2.6648
H -0.0246 2.7776 -0.8776
Si -1.0147 -1.8596 -0.0130
H 2.7333 0.9774 -0.1054
Si -2.2050 1.2150 0.8246
Si -0.2643 1.3805 -0.4033
H -3.2395 2.0973 0.6323
H -1.2617 -3.2062 -0.2123
H 1.8657 -2.8384 1.4903
Si 1.4523 -1.6383 0.7492
H 2.1425 -1.9198 -0.5241
H 1.4141 1.7114 1.9393
Si -3.1929 -0.9898 0.7598
```

## Properties
Frontier orbital gap in eV: 6.452
E_HOMO in Ha: -0.305

---

8.
The following is a DFT calculation (wB97M-V/def2-TZVPD) of a 5-piece molecular cluster, H11NO4 overall.

XYZ file:
```
16
H11NO4, DFT wB97M-V/def2-TZVPD
H -0.6954 3.4095 -0.4098
H 1.2041 1.9887 1.4427
O 1.6072 1.1719 1.7609
O -0.9335 0.2788 -2.0854
H 0.4626 -2.9774 -1.3268
H -0.3843 1.9731 -0.8006
H -1.4919 -1.1572 1.4222
H 2.3847 1.0559 1.2093
H -0.3001 -2.0376 2.2339
H 0.2159 -2.0172 -0.1652
H -0.5067 -0.5709 -1.8690
O 0.3262 -2.0427 -1.1381
H 0.0109 -0.5126 1.6046
H -1.4342 0.0187 -2.8653
O 0.0371 2.7933 -0.5131
N -0.5025 -1.3741 1.4997
```

## Properties
SMILES: N.O.O.O.O
Frontier orbital gap in eV: 11.142
E_HOMO in Ha: -0.381

---

9.
The following is a DFT calculation (wB97M-V/def2-TZVPD) of a 6-piece molecular cluster, H11O5S overall.

XYZ file:
```
17
H11O5S, DFT wB97M-V/def2-TZVPD
O -1.5098 0.2649 -0.5021
H 1.6188 -0.7213 -0.9526
O -0.7054 3.3000 0.6042
H -0.6053 -0.0158 -0.7226
O 2.0292 0.1687 -0.7870
H -1.1827 2.8537 -0.0955
H 2.1597 0.5701 -1.6513
H 0.1503 2.8097 0.7251
H 1.6631 1.2197 0.5896
O 1.2819 1.6294 1.4166
H 0.5478 0.9985 1.4599
S 0.5119 -2.5436 -1.3882
H -1.0535 -0.9573 1.6678
H -1.9667 -0.5672 -0.6559
H -1.9415 0.1472 1.4076
H -0.7808 -2.6668 -1.0473
O -1.9665 -0.7175 1.8676
```

## Properties
Net charge: -1
Frontier orbital gap in eV: 7.579
E_HOMO in Ha: -0.149

---

10.
The following is a DFT calculation (wB97M-V/def2-TZVPD) of a 6-piece molecular cluster, H11O6 overall.

XYZ file:
```
17
H11O6, DFT wB97M-V/def2-TZVPD
H 0.2830 1.1324 0.3169
O -0.5219 -6.7299 3.3533
H -0.7746 -5.7918 3.2974
H 1.1207 1.1843 -2.1801
O -0.5116 3.5876 2.4599
H -0.6836 -0.0120 -2.5015
H 1.1678 1.7999 -3.6287
O 1.7036 1.5873 -2.8651
H 1.4216 0.9540 1.3973
O 0.5757 1.3822 1.3305
H -1.5417 -1.2318 -2.7074
O -1.1103 -0.5561 -3.2279
H -0.2888 -6.8433 2.4073
O -0.1082 0.7542 -0.9830
H 0.0195 4.3756 2.4085
H -0.0748 2.8718 1.9683
H -0.7703 1.3225 -1.3927
```

## Properties
Net charge: -1
Frontier orbital gap in eV: 8.155
E_HOMO in Ha: -0.200

---

11.
The following is a DFT calculation (wB97M-V/def2-TZVPD) of a 6-piece molecular cluster, H11O6 overall.

XYZ file:
```
17
H11O6, DFT wB97M-V/def2-TZVPD
O 2.4894 -1.4621 -1.2319
H -0.1459 1.1520 1.9715
O -2.5195 -1.0577 -1.2255
H 0.6979 -1.9746 0.8900
H -1.6050 -1.2639 -0.9960
H 0.0398 0.3971 0.6662
O 2.8259 1.3733 0.6915
H 1.8710 1.4759 0.8307
H 1.6383 -1.6002 -0.7806
H 2.1946 -1.1679 -2.1031
H -3.2022 0.6980 -0.0354
H -1.9884 1.3713 0.5422
H -3.0466 -1.8295 -1.0012
H 2.9093 0.6073 0.1128
O 0.2233 -1.4370 0.2114
O -0.0642 1.2973 1.0188
O -2.9514 1.4632 0.5021
```

## Properties
2S+1: 2
Frontier orbital gap (alpha / beta) in eV: 10.338 / 5.952
E_HOMO (alpha / beta) in Ha: -0.393 / -0.393

---

12.
The following is a DFT calculation (wB97M-V/def2-TZVPD) of H12LiO6 as an isolated structure.

XYZ file:
```
19
H12LiO6, DFT wB97M-V/def2-TZVPD
H 11.7230 -17.9320 4.6870
H 13.7290 -21.9790 4.4850
H 9.8570 -21.3170 5.3820
H 14.2810 -19.2090 3.1050
H 11.2880 -22.7120 2.2800
O 10.4590 -19.1340 1.8670
Li 11.7290 -20.4950 3.4230
H 10.5540 -21.7800 1.2950
H 10.1320 -19.7330 1.2330
H 14.1050 -20.6410 2.6700
H 11.2780 -18.9400 5.7950
O 9.8050 -21.0730 4.4310
H 11.2090 -18.7180 1.4050
H 9.0450 -21.5160 3.9670
O 12.7590 -21.8020 4.6000
O 13.7540 -19.7700 2.4930
O 11.2300 -21.8280 1.9330
O 11.8000 -18.8560 4.9590
H 12.5440 -21.6660 5.5440
```

## Properties
Net charge: +1
Frontier orbital gap in eV: 11.879
E_HOMO in Ha: -0.563

---

Relative energy (zero: lowest compared OMol25 entry of this formula, charge and spin) / kJ/mol: 126.3; 66.7; 142.3; 79.4; 82.2; 162.6; 19.3; 34.4; 89.6; 81.3; 0.0; 63.9